Entry 1:
Computed, not measured: a 7-piece molecular cluster, C18H50O7 overall in a non-equilibrium geometry, with ωB97M-V/def2-TZVPD.

Last column: Löwdin charge in e.
Element x y z (Å)
O 0.07569 -0.61147 -0.60771  -0.070
H -0.45643 0.16504 -0.85896  0.022
H 0.71311 -0.72816 -1.32901  0.022
C 3.28814 -2.19883 0.21010  -0.042
C 2.76836 -1.42431 1.42354  -0.457
C 2.94221 0.07316 1.32234  -0.054
O 1.39279 -1.74723 1.65243  -0.082
H 4.26746 -1.77506 -0.03646  0.081
H 2.69533 -1.99613 -0.68607  0.054
H 3.26819 -3.26583 0.40753  0.082
H 3.33954 -1.81264 2.26870  0.140
H 3.99427 0.37156 1.30605  0.084
H 2.45101 0.56971 2.16108  0.075
H 2.51122 0.50800 0.41478  0.065
H 0.85262 -1.37769 0.93299  0.043
C 2.88276 -0.22876 -4.93277  -0.058
C 2.61302 0.04906 -3.46458  -0.463
C 2.04528 1.42015 -3.17934  -0.044
O 1.72870 -0.95669 -2.94650  -0.074
H 3.63421 0.42586 -5.37701  0.086
H 2.00053 -0.06756 -5.56759  0.086
H 3.15287 -1.26610 -5.14192  0.083
H 3.54948 -0.08103 -2.91445  0.136
H 1.54955 1.42698 -2.20301  0.059
H 1.22465 1.68088 -3.85579  0.088
H 2.79002 2.21333 -3.19057  0.085
H 1.40762 -1.53718 -3.64083  0.097
C -3.26280 3.18355 -1.18790  -0.040
C -2.65785 1.92402 -0.56977  -0.444
C -3.72062 0.85469 -0.40829  -0.046
O -1.63035 1.41089 -1.45858  -0.092
H -2.58936 4.03314 -1.13671  0.057
H -4.14574 3.47331 -0.61571  0.087
H -3.52365 2.97940 -2.22692  0.086
H -2.10029 2.16051 0.33230  0.113
H -4.16930 0.60607 -1.37040  0.091
H -4.52164 1.19111 0.25681  0.090
H -3.33181 -0.03928 0.08272  0.062
H -2.03125 1.03903 -2.25181  0.103
C -2.59638 -4.84844 -0.08281  -0.058
C -1.50216 -3.80031 0.02062  -0.481
C -0.26648 -4.18352 -0.81042  -0.048
O -2.06444 -2.60292 -0.53009  -0.083
H -2.95969 -4.97132 -1.10063  0.080
H -3.40607 -4.52632 0.57113  0.078
H -2.18084 -5.80639 0.23759  0.080
H -1.20417 -3.58179 1.05041  0.134
H 0.25215 -5.04500 -0.39146  0.080
H 0.41042 -3.33143 -0.88612  0.049
H -0.61235 -4.36575 -1.83095  0.081
H -1.44789 -1.86313 -0.44879  0.026
C 1.88041 3.75885 0.08234  -0.041
C 0.47735 3.27345 0.47129  -0.475
C 0.26288 3.17819 1.95829  -0.045
O -0.48230 4.24955 -0.00525  -0.071
H 2.63417 3.06621 0.46626  0.071
H 2.03389 4.73238 0.54215  0.085
H 1.94338 3.75570 -1.00502  0.066
H 0.27511 2.33338 -0.04874  0.107
H 0.77868 2.29762 2.34928  0.060
H -0.79657 3.07380 2.20240  0.078
H 0.59196 4.05181 2.52290  0.088
H -0.51903 4.18209 -0.96485  0.076
C -1.79480 -0.37145 2.43939  -0.037
C -0.95465 -0.18623 3.69046  -0.499
C -1.74971 0.05310 4.94096  -0.063
O -0.17301 -1.34581 3.95661  -0.064
H -2.57832 -1.10299 2.65923  0.095
H -1.22773 -0.79729 1.61123  0.051
H -2.23726 0.57066 2.10784  0.068
H -0.23017 0.63162 3.55044  0.117
H -2.36341 0.96613 4.91860  0.080
H -1.11704 0.15728 5.81800  0.079
H -2.53952 -0.69377 5.06804  0.083
H 0.46603 -1.55345 3.25694  0.044

The electronic energy is -1242.49358 Ha. Its charge is 0. The calculation puts the relative energy (zero: lowest compared OMol25 entry of this formula, charge and spin) at 0.00 kcal per mole. The calculation puts the HOMO energy at -9.30 eV. The largest force on an atom is 1.5 eV/A.


Entry 2:
Computed, not measured: a 3-piece molecular cluster, C18H51BN6O6P2 overall in a non-equilibrium geometry, with ωB97M-V/def2-TZVPD.

Last column: Löwdin charge in e.
Element x y z (Å)
C -2.01834 -3.48530 4.84292  -0.055
C -0.66758 -3.44948 5.56742  -0.228
O 0.07699 -2.33557 5.08156  0.064
B 1.30815 -2.07695 5.63559  -0.599
O 1.91385 -0.90553 5.28273  0.199
C 2.12389 -3.04784 6.59769  -0.203
C 3.15710 -3.77921 5.71786  -0.161
O 3.57796 -5.02254 6.24276  -0.171
C 2.63067 -6.06525 6.10894  -0.098
O 2.83686 -2.22803 7.53103  -0.147
C 2.89558 -2.74232 8.84342  -0.095
H -2.07821 -4.29377 4.11616  0.071
H -2.14263 -2.55413 4.29076  0.075
H -2.85662 -3.57283 5.53133  0.070
H -0.14251 -4.37749 5.33482  0.106
H -0.85455 -3.37260 6.63813  0.124
H 1.44543 -0.49390 4.53838  0.093
H 1.52757 -3.80191 7.11768  0.126
H 2.80902 -3.88173 4.67870  0.133
H 4.04445 -3.14946 5.68616  0.142
H 3.04623 -6.88730 5.52674  0.087
H 1.72561 -5.70446 5.61222  0.071
H 2.33540 -6.40934 7.10214  0.089
H 3.80135 -3.33336 9.00607  0.090
H 2.00203 -3.31074 9.11315  0.087
H 2.95089 -1.89059 9.52387  0.086
O 1.15137 0.86824 2.15689  -0.281
P 1.67289 0.41681 0.84495  0.612
N 1.24922 1.65643 -0.23393  -0.319
C 0.42776 1.62697 -1.41873  -0.124
C 1.83478 2.95603 0.05842  -0.118
N 0.80179 -1.05204 0.64454  -0.298
C 0.13952 -1.45380 -0.57868  -0.140
C 0.02805 -1.48861 1.79923  -0.128
N 3.03867 -0.12876 0.06772  -0.305
C 3.53269 0.34535 -1.21385  -0.100
C 3.60672 -1.40731 0.48634  -0.111
H 1.00311 1.88513 -2.32016  0.087
H -0.38725 2.35609 -1.33807  0.080
H -0.02807 0.66353 -1.61085  0.036
H 2.91473 2.98361 -0.14252  0.069
H 1.68302 3.22697 1.10540  0.077
H 1.36857 3.72769 -0.55354  0.081
H -0.81605 -0.93467 -0.72615  0.078
H -0.07698 -2.52532 -0.54528  0.082
H 0.77577 -1.30327 -1.45376  0.075
H -0.92917 -0.95960 1.89010  0.093
H 0.58378 -1.34116 2.71535  0.042
H -0.18258 -2.55925 1.72233  0.085
H 2.94808 -0.05954 -2.04596  0.083
H 4.56742 0.02652 -1.34678  0.083
H 3.54278 1.42964 -1.28053  0.062
H 3.16792 -2.23925 -0.07222  0.083
H 3.43716 -1.58244 1.54728  0.079
H 4.68628 -1.41583 0.32569  0.079
O -0.82410 2.47872 -6.68488  -0.287
P -2.15327 2.90211 -6.19231  0.603
N -1.82678 4.25006 -5.20741  -0.321
C -2.08230 4.47835 -3.80551  -0.121
C -1.21763 5.37797 -5.89566  -0.122
N -2.64974 1.48738 -5.35011  -0.303
C -3.23009 1.49977 -4.02554  -0.142
C -1.80700 0.30596 -5.50989  -0.133
N -3.69204 3.32057 -6.67080  -0.308
C -4.44095 4.47476 -6.20549  -0.103
C -4.51433 2.30312 -7.31930  -0.115
H -2.78160 5.31283 -3.64763  0.084
H -1.15326 4.73126 -3.28248  0.083
H -2.50514 3.61730 -3.30358  0.038
H -1.92037 5.88619 -6.57091  0.068
H -0.35853 5.05690 -6.48852  0.076
H -0.86468 6.11571 -5.17572  0.082
H -2.47402 1.64027 -3.24164  0.069
H -3.72638 0.54654 -3.82078  0.082
H -4.00917 2.25784 -3.91789  0.076
H -0.91084 0.34233 -4.87705  0.080
H -1.48932 0.18616 -6.54025  0.070
H -2.38353 -0.58208 -5.23686  0.079
H -4.84185 4.31625 -5.19919  0.082
H -5.28284 4.65790 -6.87473  0.083
H -3.84864 5.38550 -6.21343  0.061
H -5.08655 1.72731 -6.58613  0.082
H -3.90050 1.61019 -7.89147  0.081
H -5.21515 2.76636 -8.01632  0.078

The electronic energy is -2204.00652 Ha. Its charge is 0. The calculation puts the HOMO energy at -8.49 eV. The largest force on an atom is 4.5 eV/A.


> Which of these has the highest HOMO?

C18H51BN6O6P2


> electronic energy of number 1 (C18H50O7)?

-1242.49358 Ha


> The highest HOMO belongs to which entry?

C18H51BN6O6P2